ORCA calculation (ωB97M-V/def2-TZVPD) on an isolated ion of composition C4H12NS and charge +1 in a non-equilibrium geometry.

Structure (XYZ):
```
18
Properties=species:S:1:pos:R:3:nbo_charge:R:1
C 0.974 -2.753 -0.517 -0.75
S 1.060 -1.021 -0.697 0.15
C -0.712 -0.467 -0.748 -0.53
C -1.313 0.500 0.287 -0.44
C -0.590 1.837 0.481 -0.20
N 0.941 1.795 0.741 -0.70
H 1.971 -3.125 -0.760 0.26
H 0.779 -3.090 0.500 0.23
H 0.239 -3.108 -1.234 0.24
H -1.319 -1.371 -0.760 0.25
H -0.728 -0.047 -1.756 0.23
H -1.300 -0.010 1.252 0.22
H -2.330 0.720 -0.022 0.26
H -0.897 2.474 1.305 0.23
H -0.630 2.386 -0.462 0.22
H 1.365 0.988 0.245 0.45
H 1.106 1.637 1.734 0.44
H 1.386 2.656 0.412 0.44
```

Summary:
F_max	2.0	eV Å⁻¹
net charge	+1
SMILES	CSCCC[NH3+]
lowest unoccupied orbital energy	-3.4	eV
frontier orbital gap	9.19	eV
DFT total energy	-612.28804	a.u.
2S+1	1
HOMO level	-12.597	eV

ORCA calculation (ωB97M-V/def2-TZVPD) on a 15-piece molecular cluster, C5H37NO15 overall in a non-equilibrium geometry.

Structure (XYZ):
```
58
Properties=species:S:1:pos:R:3:nbo_charge:R:1
O -1.457 1.821 2.714 -0.56
C -0.818 1.582 1.722 0.47
C -0.727 0.255 1.098 -0.55
C 0.402 0.091 0.168 -0.48
C 1.603 -0.421 0.994 0.19
C 2.144 -1.641 0.823 -0.50
N 2.143 0.382 2.071 -0.88
H -0.083 2.319 1.405 0.12
H -0.598 -0.497 1.968 0.25
H -1.664 -0.025 0.608 0.28
H 0.123 -0.521 -0.723 0.24
H 0.589 1.046 -0.332 0.25
H 2.852 -2.084 1.524 0.20
H 1.702 -2.483 0.243 0.22
H 2.096 -0.139 2.999 0.41
H 1.800 1.287 2.242 0.37
H -3.718 -0.956 -0.741 0.50
H -3.589 -2.128 0.389 0.50
O -3.345 -1.799 -0.531 -1.01
H -1.966 0.356 3.585 0.50
H -1.109 -0.175 4.623 0.45
O -2.010 -0.335 4.311 -0.98
H 0.567 -2.896 -2.181 0.48
H 0.111 -2.569 -0.786 0.47
O 0.101 -3.281 -1.357 -0.93
H 2.127 0.631 -2.068 0.51
H 2.995 1.083 -0.837 0.50
O 2.431 1.400 -1.587 -1.05
H 4.808 0.237 -0.391 0.48
H 4.158 0.567 0.973 0.50
O 4.490 0.945 0.156 -0.95
H 0.763 -0.447 -3.220 0.51
H 2.361 -1.033 -3.471 0.49
O 1.628 -0.835 -2.920 -1.05
H -2.624 -2.572 -2.327 0.52
H -1.042 -2.848 -2.771 0.49
O -1.899 -2.407 -3.076 -1.01
H -4.510 0.667 -2.066 0.49
H -3.066 1.181 -1.724 0.49
O -3.761 0.615 -1.458 -0.96
H 0.025 -1.029 5.469 0.46
H 0.616 -1.938 4.506 0.48
O 0.815 -1.152 4.981 -0.93
H 0.976 2.281 -3.160 0.49
H -0.375 2.772 -2.791 0.49
O 0.059 2.209 -3.498 -1.00
H 2.430 3.980 0.503 0.48
H 2.332 3.032 -0.760 0.52
O 1.891 3.822 -0.300 -1.01
H -2.692 -2.385 3.713 0.51
H -3.076 -3.743 2.967 0.47
O -2.781 -2.919 2.906 -0.98
H -1.224 4.118 -1.335 0.48
H 0.132 3.763 -0.864 0.51
O -0.635 3.384 -1.220 -0.96
H -0.716 0.640 -3.732 0.51
H -1.222 -0.888 -3.505 0.51
O -0.562 -0.316 -3.928 -0.99
```

Summary:
F_max	6.5	eV Å⁻¹
lowest unoccupied orbital energy	0.1	eV
frontier orbital gap	9.22	eV
DFT total energy	-1396.00390	a.u.
2S+1	1
HOMO level	-9.113	eV

ORCA calculation (ωB97M-V/def2-TZVPD) on an isolated ion of composition C3H8NOSe and charge +1 in a non-equilibrium geometry.

Structure (XYZ):
```
14
Properties=species:S:1:pos:R:3:nbo_charge:R:1
C -1.057 -0.496 0.199 -0.36
C -0.639 -1.885 -0.195 -0.07
C 0.957 0.903 0.297 0.06
N -0.416 0.657 -0.354 -0.55
O 1.229 2.173 -0.112 -0.70
Se 2.300 -0.528 0.065 -0.03
H -2.129 -0.489 0.007 0.29
H -1.032 -0.348 1.328 0.28
H -0.801 -2.801 0.381 0.25
H -0.050 -2.138 -1.035 0.23
H 0.567 0.822 1.415 0.17
H -0.236 0.424 -1.400 0.45
H -0.861 1.563 -0.256 0.46
H 2.168 2.142 -0.341 0.52
```

Summary:
F_max	4.6	eV Å⁻¹
net charge	+1
lowest unoccupied orbital energy (alpha / beta)	-7.0 / -7.0	eV
frontier orbital gap (alpha / beta)	5.72 / 5.72	eV
DFT total energy	-2650.11666	a.u.
2S+1	1
HOMO level (alpha / beta)	-12.769 / -12.770	eV

ORCA calculation (ωB97M-V/def2-TZVPD) on a 2-piece molecular cluster, C3H9NO3S overall in a non-equilibrium geometry.

Structure (XYZ):
```
17
Properties=species:S:1:pos:R:3:nbo_charge:R:1
O 1.704 1.068 -0.294 -0.51
C 1.174 0.013 -0.362 0.78
O 1.541 -0.990 -1.175 -0.68
C 0.080 -0.537 0.649 -0.19
C 0.213 0.215 1.976 -0.55
S -1.455 0.451 2.691 0.30
N -1.179 -0.341 -0.006 -0.49
H 2.332 -0.733 -1.689 0.53
H 0.281 -1.593 0.781 0.26
H 0.617 1.220 1.878 0.28
H 0.928 -0.341 2.577 0.27
H -1.706 1.567 2.062 0.13
H -1.828 0.453 0.051 0.43
H -1.702 -1.218 -0.056 0.42
H -0.211 -0.411 -2.562 0.46
H -0.297 1.061 -3.196 0.48
O -0.492 0.118 -3.323 -0.93
```

Summary:
F_max	2.5	eV Å⁻¹
net charge	+1
lowest unoccupied orbital energy (alpha / beta)	-3.7 / -8.9	eV
frontier orbital gap (alpha / beta)	11.13 / 5.43	eV
DFT total energy	-798.02936	a.u.
2S+1	2
HOMO level (alpha / beta)	-14.793 / -14.287	eV

ORCA calculation (ωB97M-V/def2-TZVPD) on C4H4O3 as an isolated structure.

Structure (XYZ):
```
11
Properties=species:S:1:pos:R:3:nbo_charge:R:1
C -1.719 0.139 -0.708 -0.75
C -0.388 -0.054 -0.087 0.47
O 0.539 -0.509 -0.847 -0.44
C 0.955 0.100 1.287 0.64
O 0.794 0.105 2.475 -0.60
C 1.676 -0.388 0.114 0.22
O 1.818 0.953 0.429 -0.51
H -2.490 -0.344 -0.098 0.26
H -1.777 -0.205 -1.747 0.23
H -1.930 1.215 -0.664 0.27
H 2.523 -1.014 -0.153 0.20
```

Summary:
F_max	0.6	eV Å⁻¹
lowest unoccupied orbital energy	-0.1	eV
frontier orbital gap	9.18	eV
DFT total energy	-380.37426	a.u.
2S+1	1
HOMO level	-9.290	eV

ORCA calculation (ωB97M-V/def2-TZVPD) on a 2-piece molecular cluster, C5H12NO2 overall in a non-equilibrium geometry.

Structure (XYZ):
```
20
Properties=species:S:1:pos:R:3:nbo_charge:R:1
O 1.762 0.943 1.034 -0.53
C 0.843 0.582 1.705 0.46
C -0.615 1.032 1.426 -0.52
C -1.288 0.381 0.218 -0.48
C -0.663 -0.939 -0.170 0.14
C -0.901 -2.045 0.536 -0.35
N 0.247 -0.935 -1.367 -0.73
H 0.905 0.023 2.661 0.13
H -0.550 2.117 1.305 0.26
H -1.147 0.765 2.345 0.23
H -2.356 0.152 0.323 0.26
H -1.452 1.077 -0.622 0.24
H -0.339 -2.913 0.204 0.22
H -1.513 -2.022 1.422 0.25
H 0.542 0.078 -1.516 0.49
H -0.246 -1.267 -2.189 0.44
H 1.067 -1.498 -1.147 0.45
H 1.959 1.366 -2.826 0.50
H 2.123 1.864 -1.414 0.52
O 1.622 1.240 -1.928 -0.96
```

Summary:
F_max	2.2	eV Å⁻¹
net charge	+1
lowest unoccupied orbital energy	-3.2	eV
frontier orbital gap	10.36	eV
DFT total energy	-402.66491	a.u.
2S+1	1
HOMO level	-13.540	eV